DFT (wB97M-V/def2-TZVPD) results for a structure of composition C13H16BrNO3.

Values from the calculation:
* highest occupied orbital energy: -9.715 eV
* DFT total energy: -91403.9014 eV
* ΔE to the lowest compared entry with this formula, charge and spin: 305.9 kcal/mol

Cartesian coordinates (Å):
C  3.33141  3.01171  -1.29315
C  3.95895  2.16824  -0.21805
C  3.34731  0.87107  -0.17459
C  1.75041  0.77622  0.14264
H  1.53976  1.23743  0.90863
H  1.09138  1.16657  -0.61052
C  1.02962  -0.73274  0.55556
N  -0.34411  -0.56798  0.21463
C  -1.06977  -1.32991  -0.63476
O  -0.44190  -2.08995  -1.39252
C  -2.56254  -1.08452  -0.37823
C  -3.26195  -0.04260  -0.05754
C  -4.51561  -0.32869  0.02180
C  -5.26154  -1.17698  -0.16346
C  -4.63464  -2.41242  -0.78013
C  -3.31622  -2.43710  -0.63113
H  -2.68384  -3.43703  -1.06666
H  -5.23216  -3.32428  -0.84437
H  -6.25381  -1.13882  -0.18110
Br  -5.46284  1.47348  0.85500
H  -2.65851  0.75590  0.19754
H  -0.91668  -0.04765  1.26070
C  1.61662  -1.03306  1.77171
O  2.67287  -1.49272  2.09462
O  0.68624  -0.92501  2.43444
H  1.13381  -1.40874  3.50201
H  1.47141  -1.45170  -0.41765
H  3.74122  0.36406  0.58852
H  3.26038  0.23625  -0.99040
H  4.92087  2.03004  -0.24756
H  3.62793  2.81400  0.67418
H  3.78778  3.92903  -1.56454
H  3.44658  2.52001  -2.29653
H  2.20156  3.10788  -1.27909

DFT (wB97M-V/def2-TZVPD) results for the ion C13H16Cl2N3 with charge +1.

Values from the calculation:
* charge: +1
* highest occupied orbital energy: -11.866 eV
* DFT total energy: -43232.9861 eV

Cartesian coordinates (Å):
C  4.81655  0.43798  1.39363
C  4.55530  -0.53363  0.38682
C  3.97195  -1.60069  -0.75306
C  2.43627  -2.05997  -0.32599
C  1.36104  -1.91724  -1.59254
N  0.41407  -0.78005  -1.22482
N  -0.44727  -1.10766  -0.17023
C  -1.22709  0.18071  0.01773
C  -2.35012  0.22336  1.21129
Cl  -1.49270  -0.39652  2.77410
C  -3.62455  -0.80708  0.97554
C  -4.42715  -0.89613  2.43589
N  -0.78426  1.23991  -0.96769
C  -1.28500  2.66732  -1.08151
C  0.06601  3.64132  -0.93313
C  1.30176  4.33837  -0.77359
C  0.31555  0.63355  -1.81928
Cl  1.32547  1.36045  -3.21509
H  4.97971  1.16807  2.30079
H  4.66187  -2.55197  -0.79846
H  4.00271  -1.03954  -1.79229
H  2.09974  -1.29967  0.52666
H  2.41493  -3.12386  0.17241
H  1.90923  -1.58755  -2.59543
H  0.71777  -2.88914  -1.74147
H  -2.74023  1.29803  1.47928
H  -4.41277  -0.35117  0.22232
H  -3.30625  -1.88688  0.63882
H  -5.57330  -0.97948  2.21194
H  -4.03330  -1.78931  3.11168
H  -4.28010  0.08644  3.07454
H  -2.09454  2.95745  -0.26464
H  -1.75516  2.86439  -2.14989
H  2.48387  4.50020  -0.73434

DFT (wB97M-V/def2-TZVPD) results for a structure of composition C13H16Cl3NOP2Rh.

Values from the calculation:
* charge: +3
* highest occupied orbital energy: -19.380 eV
* DFT total energy: -76402.8557 eV
* ΔE to the lowest compared entry with this formula, charge and spin: 0.0 kcal/mol

Cartesian coordinates (Å):
Rh  -0.98522  0.85885  -0.96538
C  2.02869  1.06114  -2.48671
P  1.12297  0.09063  -1.28432
C  0.95694  -1.58727  -1.89253
C  1.88641  0.18783  0.32710
C  3.26825  0.20696  0.47745
C  3.81240  0.26752  1.75821
C  2.98878  0.33019  2.87249
C  1.60306  0.33375  2.72973
C  1.05199  0.25090  1.45661
P  -0.71335  0.25559  1.19447
C  -1.55050  1.40210  2.28418
C  -1.42622  -1.37898  1.38192
H  2.93021  0.49961  -2.75467
H  2.31887  2.02889  -2.07835
H  1.44478  1.19403  -3.40034
H  1.96223  -2.02475  -1.89078
H  0.57688  -1.58639  -2.91592
H  0.32069  -2.19827  -1.25390
H  3.93070  0.17961  -0.37932
H  4.88770  0.27395  1.88015
H  3.42229  0.38959  3.86227
H  0.97946  0.40115  3.61305
H  -1.52406  0.97968  3.29467
H  -2.59913  1.51190  2.00037
H  -1.05395  2.37253  2.29043
H  -1.18206  -1.70947  2.39818
H  -1.00154  -2.09659  0.68177
H  -2.51083  -1.33905  1.27547
Cl  -5.03214  -1.22044  -4.02822
C  -4.89033  -1.40298  -2.29262
Cl  -6.12913  -0.51383  -1.41825
Cl  -4.80637  -3.08881  -1.79772
C  -3.59578  -0.80014  -1.90008
N  -2.58663  -0.33693  -1.60446
O  0.27842  3.61148  -0.70717
C  -0.18446  2.59601  -0.72779

DFT (wB97M-V/def2-TZVPD) results for a cluster of 3 separate species, C13H16F2N2O2P in total.

Values from the calculation:
* charge: +1
* highest occupied orbital energy: -11.775 eV
* DFT total energy: -35529.6112 eV

Cartesian coordinates (Å):
N  -2.39610  3.18764  0.67164
P  -1.91818  1.74913  1.28005
C  -0.12704  1.48837  1.58738
O  0.66029  2.24176  0.70320
N  0.73172  3.67125  1.14150
O  1.30448  4.29169  0.36303
H  -2.25908  4.01381  1.24091
H  -2.19342  3.36702  -0.30444
H  -2.59354  1.55891  2.48599
H  -2.36031  0.77720  0.37720
H  0.11896  1.66057  2.63883
H  0.06965  0.43353  1.37265
F  1.41084  -2.60534  -0.37743
C  2.53515  -1.90983  -0.09596
C  2.36999  -0.54367  -0.07704
C  3.44843  0.24647  0.27338
C  4.68319  -0.32678  0.54621
C  4.82120  -1.71027  0.48212
C  3.73713  -2.52662  0.16688
H  1.40647  -0.12339  -0.33314
H  3.32703  1.32162  0.30918
H  5.52849  0.29303  0.80965
H  5.77953  -2.16617  0.69129
H  3.81865  -3.60388  0.13173
F  -4.41598  0.38157  -2.56846
C  -3.53617  -0.42676  -1.95079
C  -2.18604  -0.23604  -2.18336
C  -1.28287  -1.07466  -1.53897
C  -1.73285  -2.07548  -0.68513
C  -3.09688  -2.24400  -0.47776
C  -4.01452  -1.41609  -1.11233
H  -1.86431  0.53759  -2.86820
H  -0.22130  -0.95730  -1.71663
H  -1.01898  -2.72017  -0.19232
H  -3.45300  -3.02594  0.17984
H  -5.08062  -1.52877  -0.97071

DFT (wB97M-V/def2-TZVPD) results for a structure of composition C13H16GdI2N3O.

Values from the calculation:
* charge: -2
* highest occupied orbital energy (alpha / beta): 0.793 / 0.318 eV
* multiplicity: 8
* DFT total energy: -57281.7884 eV

Cartesian coordinates (Å):
C  2.23370  2.72528  -1.20598
I  3.79933  1.35319  -1.14793
H  1.23702  3.13164  -0.87608
H  2.17785  2.81504  -2.29103
H  2.90423  3.45226  -0.74954
C  -0.14019  -2.00794  -3.86470
C  -0.70383  -0.57686  -2.18865
N  -0.33205  -1.86091  -2.49616
H  -0.42931  -0.49549  -5.45072
I  -3.41316  -0.82832  -0.37446
N  -0.80781  0.03492  -3.38754
H  0.17256  -2.94148  -4.29989
Gd  -0.69026  -0.95335  0.28530
C  1.93514  1.12486  -0.44585
O  0.92695  0.61950  0.05656
C  -0.43254  -0.81744  -4.42338
C  -1.23320  1.40639  -3.55683
H  -1.48869  1.56764  -4.61010
H  -0.43218  2.11094  -3.28173
H  -2.10754  1.61461  -2.92624
C  -0.16729  -2.90600  -1.50454
H  0.01827  -3.87946  -1.98010
H  -1.08340  -3.02145  -0.87989
H  0.70898  -2.72389  -0.84288
N  -0.59783  -0.56902  2.37148
C  -0.51137  -0.11270  3.60070
C  0.06357  -0.90268  4.66489
C  0.14265  -0.41146  5.95443
C  -0.33310  0.87846  6.25979
C  -0.89141  1.67975  5.24582
C  -0.98170  1.21002  3.94854
H  0.43148  -1.89832  4.40314
H  0.57501  -1.02948  6.74309
H  -0.26826  1.25703  7.28098
H  -1.25768  2.67953  5.48611
H  -1.41043  1.81728  3.14536

DFT (wB97M-V/def2-TZVPD) results for a cluster of 2 separate species, C13H16IN3O6PS in total.

Values from the calculation:
* charge: +1
* highest occupied orbital energy: -11.137 eV
* DFT total energy: -58708.5933 eV

Cartesian coordinates (Å):
C  -0.23882  5.40204  1.18226
C  -1.01527  4.53343  2.23166
O  -2.06043  4.92727  2.62793
O  -0.47348  3.30025  2.75980
C  -1.08527  2.19940  2.17000
O  -2.20847  2.21284  1.75604
C  -0.30964  0.80957  1.97689
C  -0.08628  0.64455  0.45105
C  -0.88298  -0.30221  -0.37490
C  -0.58386  -0.33283  -1.82609
S  -1.58211  -1.52517  -2.82916
C  -0.49081  -2.81372  -3.57769
O  -2.41328  -2.25675  -1.86845
O  -2.40990  -0.88085  -3.83816
N  0.39842  0.51657  -2.29320
P  0.70024  0.48871  -4.08905
O  1.51776  1.68301  -4.45285
N  1.15853  1.35100  -1.64069
C  0.94487  1.44255  -0.31717
I  2.19115  2.80068  0.78837
H  -0.67880  6.42092  1.06724
H  0.84196  5.49701  1.49092
H  -0.24714  4.92997  0.15746
H  -1.04481  0.04052  2.34480
H  0.64804  0.76934  2.55464
H  -1.66851  -0.94741  0.08755
H  0.16376  -3.29672  -2.80123
H  0.16954  -2.40391  -4.38133
H  -1.14381  -3.59374  -4.04423
H  1.45026  -0.66033  -4.46271
H  -0.55906  0.61892  -4.73421
N  0.45831  -3.18325  1.44460
C  0.00782  -3.43378  2.71439
C  1.07119  -3.30989  3.57080
C  2.20634  -2.96593  2.79090
C  1.79794  -2.89208  1.48437
H  -0.10621  -3.20893  0.61312
H  -1.02643  -3.67909  2.89642
H  1.03838  -3.44973  4.63970
H  3.20917  -2.79215  3.14835
H  2.34170  -2.66008  0.58184

DFT (wB97M-V/def2-TZVPD) results for a structure of composition C13H16N2O2STeW.

Values from the calculation:
* highest occupied orbital energy (alpha / beta): -7.175 / -7.538 eV
* DFT total energy: -40769.6256 eV
* ΔE to the lowest compared entry with this formula, charge and spin: 1.0 kcal/mol

Cartesian coordinates (Å):
W  0.38236  -0.63245  0.51231
O  -3.30132  0.44995  1.76360
C  -2.11424  0.32441  1.87903
O  -1.34718  0.11091  0.79131
C  -1.43438  0.39473  3.22889
C  -2.32516  0.41216  4.30408
C  -1.88656  0.49629  5.61103
C  -0.52596  0.58291  5.87011
C  0.37427  0.58008  4.82118
C  -0.05424  0.47972  3.49791
S  1.23368  0.55354  2.27042
H  -3.37997  0.35519  4.07628
H  -2.60172  0.49311  6.42271
H  -0.16360  0.64930  6.88804
H  1.43806  0.64955  5.00981
Te  0.70756  -3.05511  0.74676
C  3.41730  -0.09854  -0.18543
C  4.48900  0.48406  -1.14165
N  3.87111  1.04120  -2.34228
C  3.13100  -0.01183  -3.02999
C  2.03320  -0.59797  -2.10750
N  2.06014  0.08719  -0.77996
C  1.84344  1.54936  -1.00893
C  2.94285  2.09696  -1.95627
H  3.42741  0.39885  0.78197
H  3.54745  -1.16565  -0.01467
H  5.19662  -0.28798  -1.44485
H  5.05514  1.27486  -0.64819
H  3.83353  -0.78851  -3.33314
H  2.69288  0.40889  -3.93575
H  2.17235  -1.66049  -1.92189
H  1.03522  -0.46122  -2.52287
H  1.86259  2.04876  -0.04242
H  0.84649  1.67400  -1.43723
H  3.50544  2.88970  -1.46266
H  2.50011  2.51698  -2.85971

DFT (wB97M-V/def2-TZVPD) results for the molecule C13H16N4O3.

Values from the calculation:
* highest occupied orbital energy: -9.165 eV
* DFT total energy: -25842.8404 eV
* ΔE to the lowest compared entry with this formula, charge and spin: 35.1 kcal/mol

Cartesian coordinates (Å):
C  4.29056  -3.47858  0.56047
C  3.72819  -3.46515  1.98405
O  2.31059  -3.61169  1.92269
C  1.64441  -3.48410  3.21051
C  0.95131  -2.11239  3.27114
O  0.11207  -1.78887  2.14660
C  -0.40411  -0.53852  2.24579
O  -0.19190  0.21053  3.22589
C  -1.27760  -0.02988  1.18796
C  -1.30369  -0.58319  -0.12576
C  -2.12182  0.08099  -1.07488
C  -2.93774  1.13065  -0.64344
N  -3.78282  1.77919  -1.55134
C  -4.45706  2.95708  -1.29680
N  -5.05567  3.32849  -2.39614
C  -4.68045  2.39860  -3.34727
C  -5.11928  2.36141  -4.79416
N  -3.93564  1.42479  -2.86944
N  -2.93088  1.60712  0.60700
C  -2.10863  1.03666  1.50789
H  3.89523  -2.61142  0.00864
H  3.91873  -4.38137  0.05983
H  5.36849  -3.43890  0.59550
H  4.02121  -2.53607  2.46634
H  4.16334  -4.28113  2.58640
H  2.37540  -3.58272  4.01441
H  0.85827  -4.27036  3.35447
H  0.40755  -2.04174  4.22860
H  1.77675  -1.38001  3.29011
H  -0.64433  -1.41805  -0.40224
H  -2.16719  -0.29376  -2.10011
H  -4.54853  3.52928  -0.37553
H  -5.00433  3.36961  -5.21910
H  -4.45027  1.67625  -5.30448
H  -6.15159  1.95854  -4.93853
H  -2.13788  1.47094  2.48796